Molecular formula: C19H25N3O2
Method: DFT, the ωB97M-V functional and the def2-TZVPD basis

Results
**Kohn-Sham gap**: 9.3 eV
**Relative energy (zero: lowest compared OMol25 entry of this formula, charge and spin)**: 78.43 kcal per mole
**Highest occupied orbital energy**: -0.31014 hartree
**LUMO level**: 0.0298 hartree
**SMILES**: Cc1cccc(OC2CCN(Cc3nc(CC4CC4)no3)CC2)c1

Positions of all 49 atoms, in Å:
1 C -7.94540 -1.54369 -0.35924
2 C -6.83835 -0.55885 -0.13340
3 C -7.11660 0.80393 -0.06636
4 C -6.09563 1.70892 0.13689
5 C -4.78231 1.28705 0.27395
6 C -4.49041 -0.06953 0.20860
7 C -5.52943 -0.97961 0.00469
8 H -5.27826 -2.02846 -0.03935
9 O -3.25486 -0.62938 0.34064
10 C -2.11093 0.18958 0.51110
11 C -1.64658 0.80440 -0.81351
12 C -0.32561 1.55064 -0.59217
13 N 0.72580 0.71360 -0.05283
14 C 0.30657 0.08984 1.18864
15 C -1.00170 -0.70273 1.06888
16 H -1.29368 -1.08603 2.04657
17 H -0.87696 -1.55739 0.40192
18 H 0.17558 0.89245 1.92121
19 H 1.10578 -0.56297 1.54181
20 C 1.30721 -0.21094 -1.01382
21 C 2.72466 -0.48408 -0.65049
22 N 3.78359 -0.04982 -1.26005
23 C 4.80952 -0.57239 -0.52411
24 N 4.38920 -1.29092 0.47821
25 O 3.02967 -1.24440 0.40697
26 C 6.23635 -0.33930 -0.85735
27 C 7.06653 -0.10683 0.38552
28 C 7.18425 1.27826 0.94379
29 C 8.36270 0.63563 0.27645
30 H 9.19215 0.31740 0.88900
31 H 8.65794 1.00182 -0.69527
32 H 7.20264 1.40235 2.01542
33 H 6.68081 2.07930 0.42389
34 H 7.00950 -0.92463 1.09163
35 H 6.61230 -1.21687 -1.39352
36 H 6.28888 0.51789 -1.52986
37 H 0.77122 -1.17079 -1.07833
38 H 1.31896 0.25791 -1.99848
39 H -0.48704 2.36184 0.12533
40 H 0.02287 1.99325 -1.52727
41 H -2.40125 1.48712 -1.20587
42 H -1.51013 0.00230 -1.54197
43 H -2.32193 0.98821 1.23807
44 H -4.01109 2.02411 0.43326
45 H -6.31498 2.76554 0.18981
46 H -8.13444 1.14856 -0.17347
47 H -8.37530 -1.40491 -1.35091
48 H -8.74008 -1.39638 0.37038
49 H -7.58142 -2.56448 -0.27988